The following is a quantum chemistry calculation of a cluster of 16 separate species, C75H135BrN24O9 in total, from the Open Molecules 2025 dataset.

XYZ file:
```
244
Properties=species:S:1:pos:R:3:forces:R:3:lowdin_charge:R:1
C -29.186630 -24.314889 6.971934 -0.5 -0.4 -1.5 -0.056
C -29.883315 -24.071060 5.522332 1.8 -0.7 2.4 -0.140
N -31.288402 -23.842252 5.629941 -5.9 0.3 1.1 -0.055
C -32.043823 -23.186759 4.667818 -1.7 -0.3 0.5 -0.004
C -33.404651 -23.243699 5.022006 1.9 0.7 -0.2 0.016
N -33.540414 -23.922721 6.224937 3.6 0.8 -1.6 -0.075
C -32.263794 -24.254102 6.571170 1.6 -0.3 -0.7 0.021
C -34.815176 -24.172577 6.918035 1.1 -0.3 0.5 0.052
H -29.591946 -25.254642 7.347030 -0.3 0.1 0.2 0.059
H -29.293197 -23.550530 7.741673 -0.5 0.0 -0.3 -0.001
H -28.123198 -24.533454 6.874754 0.1 0.3 -0.6 0.048
H -29.723037 -24.998984 4.973358 0.1 0.2 -0.3 0.129
H -29.487474 -23.213662 4.978010 0.2 -0.3 0.1 0.092
H -31.584585 -22.746541 3.795056 -0.2 0.0 0.1 0.134
H -34.211411 -22.650894 4.616908 -0.1 -0.4 -0.3 0.143
H -31.907052 -24.830618 7.411868 -0.6 0.1 0.3 0.099
H -35.615499 -23.623210 6.422274 0.2 -0.3 0.0 0.116
H -34.648507 -23.821873 7.936532 -0.5 -0.1 0.0 0.105
H -34.919873 -25.257317 6.896228 -0.6 0.2 0.1 0.112
C -22.839069 -24.085892 11.167054 -0.7 -0.3 0.6 -0.055
C -22.771605 -23.484286 12.582648 1.3 -0.6 -0.3 -0.132
N -22.224554 -24.510636 13.516075 2.8 0.5 1.8 -0.035
C -22.832265 -25.612269 14.050785 -2.6 1.2 -1.6 -0.081
C -22.068933 -26.243373 14.924556 2.3 -0.6 0.2 -0.010
N -20.830337 -25.569326 14.916399 -1.0 2.9 -2.0 -0.070
C -20.967797 -24.456233 14.104885 -1.9 -2.5 -0.2 0.070
C -19.521188 -25.985794 15.450452 -0.9 -1.0 0.1 0.047
H -21.893560 -24.526872 10.851369 0.2 0.3 0.2 0.096
H -23.159986 -23.348193 10.431588 0.0 0.0 0.1 0.064
H -23.540725 -24.919835 11.184496 -0.3 0.0 -0.2 0.060
H -23.671145 -23.077548 13.044686 -0.1 0.0 -0.4 0.104
H -22.009733 -22.705142 12.558586 -0.2 0.2 0.3 0.130
H -23.845738 -25.801775 13.729270 0.1 -0.3 0.2 0.137
H -22.256672 -27.212071 15.363614 0.3 0.2 0.3 0.149
H -20.186429 -23.776573 13.798393 0.0 0.0 0.3 0.173
H -19.615063 -27.065121 15.330681 0.7 -0.1 0.6 0.114
H -19.460778 -25.661627 16.489373 0.4 -0.2 -0.2 0.105
H -18.697533 -25.676261 14.807122 -0.2 0.4 0.2 0.118
C -32.142582 -29.673910 17.570335 1.0 -0.1 1.1 -0.034
C -30.639566 -29.682606 18.092682 -2.4 -1.4 -0.6 -0.155
N -29.963673 -28.443286 18.031022 2.9 4.7 0.9 -0.055
C -28.700151 -28.265941 18.637622 0.8 4.1 -2.2 0.075
C -28.272880 -26.880490 18.350255 -2.2 -3.7 0.1 0.034
N -29.338519 -26.309580 17.688663 -0.5 -1.2 -1.2 -0.111
C -30.329869 -27.212297 17.515708 0.8 -2.3 0.8 -0.002
C -29.387328 -25.000062 16.980890 -0.6 -0.7 1.0 0.031
H -32.479997 -30.677033 17.831089 -0.2 0.0 -0.5 0.094
H -32.371154 -29.409691 16.537843 0.7 -0.4 -0.3 0.058
H -32.799952 -29.009142 18.130736 0.3 0.1 0.5 0.086
H -29.999789 -30.398749 17.577007 -0.3 -0.1 -0.4 0.138
H -30.628069 -30.027847 19.126502 -0.3 0.2 0.1 0.147
H -28.031997 -29.037548 18.990582 -0.5 -0.2 0.3 0.141
H -27.330934 -26.353985 18.394177 -0.1 -0.3 0.5 0.115
H -31.278663 -27.094790 17.013318 0.1 0.4 0.1 0.159
H -29.822951 -24.350806 17.740375 0.4 0.7 -0.5 0.110
H -30.074505 -25.096524 16.140314 0.0 0.0 0.1 0.077
H -28.411084 -24.717948 16.586601 -0.1 0.0 0.5 0.072
C -31.474398 -22.920412 13.829059 -0.6 -0.1 1.7 -0.093
C -31.663795 -21.487648 14.424871 1.9 -0.6 -1.2 -0.113
N -30.575674 -21.166710 15.392053 0.6 1.1 4.5 -0.049
C -29.263954 -20.938975 15.065767 0.5 0.7 1.5 -0.037
C -28.546632 -20.474197 16.200264 -2.3 -1.3 -1.0 0.033
N -29.463586 -20.448582 17.283966 -1.3 -1.4 -3.2 -0.072
C -30.683870 -20.868634 16.782995 1.3 0.1 -2.3 0.056
C -29.208152 -19.970181 18.643842 -0.2 -0.3 0.7 0.026
H -31.653858 -23.625866 14.640379 -0.3 -0.3 0.1 0.056
H -30.453011 -23.147588 13.523657 0.0 0.6 -0.3 0.036
H -32.158863 -23.149759 13.012358 0.1 0.3 0.0 0.042
H -32.628051 -21.220714 14.857387 0.1 -0.2 -0.2 0.141
H -31.370430 -20.880265 13.568646 -0.8 0.7 0.1 0.108
H -29.015014 -21.071909 14.023295 0.5 0.3 0.2 0.114
H -27.486701 -20.284969 16.284706 -0.1 0.5 0.1 0.117
H -31.638711 -20.920595 17.284986 0.2 0.1 0.3 0.161
H -29.612866 -18.962856 18.741864 0.5 0.0 0.0 0.121
H -28.159463 -20.097201 18.912562 0.1 0.6 -0.5 0.108
H -29.695896 -20.595105 19.391959 -0.5 -0.1 -0.3 0.105
C -30.256434 -18.623535 10.818811 -0.6 0.5 0.5 -0.072
C -30.479931 -17.806193 12.082374 1.4 0.9 0.4 -0.160
N -31.084361 -16.460543 11.929449 -1.7 1.7 -0.3 -0.042
C -31.692002 -15.904804 10.804463 -0.3 0.9 1.2 0.009
C -32.160146 -14.641443 11.189961 0.5 -0.7 -1.2 0.002
N -31.830808 -14.387872 12.493423 1.4 -4.7 -1.2 -0.083
C -31.186944 -15.552540 12.915532 0.0 1.3 0.0 0.026
C -32.103663 -13.215332 13.286085 -0.1 0.2 0.0 0.033
H -31.208688 -18.670568 10.290535 0.4 -0.2 -0.7 0.078
H -29.971709 -19.635313 11.107509 -0.2 0.0 0.1 0.059
H -29.396296 -18.210968 10.291501 -0.4 0.1 -0.5 0.080
H -29.490001 -17.491605 12.412781 0.1 -0.8 0.9 0.102
H -31.015952 -18.369378 12.846319 0.0 0.3 0.0 0.123
H -31.713138 -16.505612 9.907249 -0.3 0.6 -0.1 0.115
H -32.593047 -13.845076 10.602765 -0.2 -0.3 -0.1 0.142
H -30.670261 -15.672745 13.856271 -0.1 0.0 0.2 0.151
H -31.154525 -13.066480 13.800953 -0.6 0.6 0.6 0.117
H -33.008675 -13.408109 13.862187 0.5 0.1 0.6 0.118
H -32.375374 -12.374776 12.647557 0.5 -0.1 -0.2 0.114
C -29.411475 -20.886691 6.740866 -0.4 0.3 0.6 -0.045
C -28.201113 -20.848865 5.856894 0.9 0.4 0.1 -0.167
N -28.347223 -19.736573 4.929320 0.4 2.5 -0.4 -0.064
C -28.671108 -19.871753 3.631724 -0.6 2.6 -2.5 0.008
C -28.842257 -18.568627 3.071105 0.2 -2.2 2.2 0.060
N -28.612914 -17.671266 4.118080 -0.7 -1.8 -1.1 -0.072
C -28.288281 -18.383216 5.208523 -0.5 -0.9 -0.1 0.005
C -28.831919 -16.234968 3.917312 0.5 1.4 0.6 0.030
H -30.342243 -21.095408 6.213398 0.1 -0.6 0.0 0.088
H -29.591226 -19.882111 7.123769 0.2 0.2 0.1 0.079
H -29.252721 -21.499446 7.628238 -0.3 -0.3 -0.3 0.059
H -27.938637 -21.713950 5.247944 -0.4 -0.2 0.1 0.112
H -27.297517 -20.671469 6.440133 0.0 0.1 0.1 0.122
H -28.772120 -20.804699 3.097112 0.1 0.0 0.3 0.141
H -29.206275 -18.269646 2.099254 0.3 0.1 0.1 0.147
H -28.120842 -17.992618 6.201392 0.1 0.1 -0.2 0.161
H -27.874516 -15.719158 3.990902 0.0 -0.1 -0.1 0.112
H -29.489497 -15.765820 4.649148 0.0 -0.6 0.3 0.108
H -29.284633 -15.964475 2.963380 0.2 -0.8 -0.2 0.116
C -21.990438 -22.641135 2.134966 -0.2 1.4 1.0 -0.018
C -22.442454 -21.204664 2.707983 -0.4 -1.6 -1.4 -0.127
N -22.293146 -21.186049 4.151098 -0.4 1.0 1.1 -0.063
C -21.064569 -21.359833 4.780595 -2.2 -0.5 0.9 0.049
C -21.392824 -21.378323 6.113074 0.6 0.0 0.4 -0.014
N -22.752660 -21.186417 6.298411 0.4 0.8 -3.1 -0.092
C -23.292924 -20.980920 5.043105 2.0 -1.1 0.7 0.038
C -23.358882 -21.070092 7.602748 0.0 -0.1 -0.2 -0.010
H -22.143975 -22.705067 1.057734 -0.2 0.0 0.2 0.089
H -22.517163 -23.415532 2.692613 -0.3 0.1 -0.3 0.070
H -20.934101 -22.828627 2.327575 0.1 0.3 -0.1 0.066
H -23.507511 -21.034377 2.550599 0.0 -0.3 -0.3 0.112
H -21.926748 -20.375833 2.223019 0.3 -0.1 0.3 0.134
H -20.209806 -21.571216 4.155218 0.2 0.2 0.5 0.149
H -20.800136 -21.452887 7.012831 0.3 -0.2 -0.3 0.133
H -24.308482 -20.695614 4.811488 0.1 -0.4 0.0 0.153
H -24.410374 -20.808425 7.484397 0.1 0.0 0.1 0.083
H -22.801787 -20.316891 8.159902 -0.3 0.0 0.1 0.102
H -23.273088 -22.036425 8.099687 -0.2 0.0 0.1 0.083
C -26.912656 -27.712924 3.592580 -0.9 -0.6 1.5 -0.031
C -27.023133 -28.666326 4.844896 -0.8 1.0 -1.4 -0.141
N -26.169960 -28.200417 5.935121 0.6 -0.2 1.9 -0.045
C -25.623381 -29.087156 6.872738 1.0 3.0 0.7 0.049
C -24.923085 -28.250370 7.749473 -0.3 -1.7 -0.8 -0.004
N -25.074294 -26.924195 7.369005 -0.8 -2.2 -0.3 -0.073
C -25.926014 -26.924329 6.336206 0.4 -0.7 -1.5 0.017
C -24.403777 -25.849887 8.029447 0.2 1.8 1.2 -0.012
H -27.452056 -26.783897 3.777107 0.2 0.1 0.0 0.044
H -27.420768 -28.196121 2.758050 0.4 0.0 -0.1 0.093
H -25.859268 -27.495226 3.416293 -0.1 -0.1 -0.3 0.095
H -26.808106 -29.674748 4.491418 0.8 0.0 0.6 0.135
H -28.002721 -28.764520 5.312737 -0.4 0.3 -0.5 0.127
H -25.789650 -30.154140 6.855382 0.2 0.1 -0.1 0.145
H -24.263028 -28.562367 8.545330 -0.1 0.2 0.0 0.131
H -26.258255 -26.042043 5.809325 0.1 0.1 -0.1 0.130
H -25.068110 -25.021966 8.277021 -0.5 -0.2 -0.3 0.069
H -23.596339 -25.329759 7.514072 0.0 -0.7 -0.7 0.112
H -24.011337 -26.183308 8.990135 0.0 -0.4 -0.2 0.083
C -19.819420 -22.798720 21.675487 -0.5 -0.6 -0.5 -0.053
C -19.915566 -23.101954 20.175667 0.4 0.8 0.1 -0.122
N -21.308520 -23.582031 19.751915 -1.1 0.6 -2.9 0.006
C -22.156402 -24.270683 20.528569 -1.3 -0.3 1.2 -0.022
C -23.345374 -24.464189 19.872534 -0.3 -0.8 -1.0 0.024
N -23.197110 -24.018584 18.525488 1.5 0.0 3.3 -0.071
C -21.998712 -23.440636 18.555644 2.6 0.5 -0.5 -0.017
C -24.093267 -24.123213 17.366988 0.5 0.4 0.5 0.010
H -20.003113 -23.753925 22.167359 0.2 0.4 0.7 0.077
H -20.495411 -22.005088 21.993745 -0.3 -0.3 0.0 0.098
H -18.825670 -22.419560 21.913795 0.1 -0.4 -0.1 0.106
H -19.160154 -23.839940 19.905806 -0.4 -0.3 -0.1 0.128
H -19.609628 -22.182612 19.676353 -0.7 -0.1 -0.6 0.128
H -21.836712 -24.531040 21.526777 -0.5 -0.1 0.0 0.146
H -24.281449 -24.928504 20.145609 0.3 -0.1 0.3 0.127
H -21.522903 -23.011031 17.686480 -0.1 0.2 0.0 0.161
H -23.439612 -24.272519 16.507604 -0.3 0.4 -0.1 0.074
H -24.659576 -23.192171 17.343525 0.0 -0.1 -0.5 0.095
H -24.751643 -24.990200 17.421531 0.2 0.0 0.5 0.093
C -29.651665 -27.259150 13.657357 0.4 1.4 -0.5 -0.068
C -30.573289 -26.849246 12.499902 0.7 -0.6 1.5 -0.218
N -31.207159 -28.033069 12.013998 -3.8 -5.4 -1.7 -0.047
C -31.834958 -28.137451 10.766341 -0.8 -1.5 -0.2 0.005
C -32.473970 -29.390827 10.605678 1.3 1.6 1.4 0.036
N -32.299229 -30.125728 11.789369 3.4 6.1 0.0 -0.093
C -31.566127 -29.259999 12.627283 -0.2 -0.2 -1.3 0.057
C -32.786397 -31.424908 12.074923 -1.6 -0.9 -0.3 0.012
H -30.094160 -27.617285 14.586899 -0.2 -0.1 -0.2 0.059
H -29.149890 -26.310598 13.848575 0.3 0.0 0.6 0.052
H -28.878424 -27.927166 13.277949 -0.2 -0.3 0.2 0.093
H -29.915106 -26.439599 11.733698 -0.5 0.1 -0.3 0.085
H -31.351745 -26.133326 12.763656 0.2 0.2 0.0 0.118
H -31.841167 -27.294323 10.091435 0.1 -0.1 0.0 0.108
H -33.039017 -29.779654 9.771465 0.1 0.1 0.1 0.142
H -31.286418 -29.585695 13.618275 0.1 0.2 -0.1 0.143
H -33.789480 -31.251357 12.464532 0.1 -0.6 0.8 0.124
H -32.112709 -32.039153 12.672376 -0.2 0.2 0.0 0.121
H -33.020018 -31.902520 11.123394 0.5 -0.2 0.0 0.118
C -24.563058 -12.616281 14.137122 0.4 -0.9 0.4 -0.040
C -25.137895 -14.046535 14.536627 0.4 2.0 -0.2 -0.119
N -24.836861 -15.052113 13.518285 0.6 -2.2 -2.5 -0.017
C -24.986258 -14.929056 12.113067 0.1 -2.0 0.0 0.039
C -24.734559 -16.179971 11.532004 -0.1 1.2 1.9 0.005
N -24.382394 -17.051020 12.569290 -0.5 4.1 1.3 -0.099
C -24.434428 -16.324150 13.742321 0.0 0.3 -1.4 0.015
C -23.874857 -18.370831 12.455156 0.0 -0.6 0.1 -0.003
H -23.491992 -12.694765 13.950682 0.1 -0.2 0.2 0.079
H -24.675102 -11.912004 14.961459 -0.2 -0.3 0.1 0.087
H -24.914030 -12.084565 13.252705 -0.7 -0.6 -0.1 0.072
H -26.214802 -14.034105 14.704582 0.0 -0.1 -0.2 0.124
H -24.671880 -14.381944 15.463156 0.0 0.1 -0.1 0.131
H -25.235059 -14.023039 11.580490 -0.1 0.0 0.5 0.134
H -24.780100 -16.545663 10.516827 0.1 0.3 0.1 0.120
H -24.044236 -16.676908 14.685565 -0.4 -0.1 0.0 0.159
H -22.969606 -18.445380 13.057711 -0.2 -0.4 0.1 0.114
H -23.606195 -18.548989 11.413919 -0.1 -0.1 0.1 0.096
H -24.691932 -19.004389 12.800267 0.5 -0.6 0.0 0.080
C -26.509095 -22.644135 9.230749 -0.8 0.5 -0.6 -0.059
C -27.715454 -22.784731 10.155532 0.7 1.1 0.3 -0.224
N -27.313054 -22.424395 11.522626 1.6 -0.4 5.2 -0.032
C -26.768016 -21.180019 11.985245 -1.2 -1.9 0.8 0.042
C -26.509464 -21.291553 13.368271 0.3 0.6 -3.3 -0.023
N -26.732044 -22.597459 13.723817 -2.0 0.3 -2.5 -0.083
C -27.316262 -23.225816 12.653473 1.2 0.8 -1.3 0.001
C -26.332183 -23.176883 14.974571 1.2 -0.1 0.5 -0.024
H -25.670983 -23.263055 9.551066 0.0 0.1 -0.1 0.063
H -26.220058 -21.603565 9.083199 0.3 0.1 0.6 0.066
H -26.818709 -22.869636 8.210267 0.1 -0.7 -0.1 0.059
H -28.132136 -23.791066 10.113520 -0.3 0.3 0.3 0.060
H -28.457338 -21.994302 10.041788 -0.5 -0.6 -1.1 0.093
H -26.776735 -20.373694 11.266805 0.2 0.3 0.5 0.130
H -26.124057 -20.470720 13.954859 0.1 -0.2 0.8 0.100
H -27.552822 -24.279480 12.637812 -0.2 0.1 0.0 0.145
H -26.503353 -22.458837 15.776578 0.0 -0.2 -0.1 0.094
H -25.254556 -23.300890 14.867589 0.1 0.2 0.5 0.064
H -26.721763 -24.168624 15.204297 -0.6 0.2 -0.4 0.085
Br -30.995726 -23.917760 10.268961 0.2 -0.2 0.1 -0.323
O -27.011054 -24.363488 4.235519 -1.2 -0.5 -0.3 0.045
C -25.917379 -23.631030 4.481477 2.7 1.9 3.1 -0.877
O -25.512932 -23.584081 5.690443 -0.9 -1.0 0.4 -0.103
O -25.399704 -22.979781 3.587267 -0.2 0.4 -1.7 0.009
H -27.153271 -24.077793 3.330114 -0.5 -0.5 -0.8 0.117
O -22.727761 -19.433114 16.091110 -1.0 -1.7 -0.9 0.069
C -23.920521 -20.026669 15.642639 -0.8 -0.1 -1.1 -0.754
O -24.951604 -19.322622 15.637567 0.1 0.9 0.4 -0.056
O -23.965746 -21.195465 15.161443 1.7 -0.2 0.9 -0.083
H -22.924172 -18.495821 16.158140 -0.1 0.2 0.4 0.093
O -26.600703 -17.132327 15.555890 1.7 0.4 1.5 0.076
C -27.595806 -17.180570 14.700583 -1.9 3.8 -0.9 -0.928
O -27.834405 -18.213369 14.115132 -0.2 -4.6 -1.8 -0.038
O -28.213639 -16.116460 14.489617 -0.2 0.7 0.3 -0.041
H -26.106631 -17.947059 15.438899 0.4 -0.6 0.4 0.027
```
Positions in Å, forces in eV/Å.

LUMO energy = -13.46 eV
HOMO energy = -19.20 eV
Multiplicity = 1
DFT total energy = -204109.5192 eV
Kohn-Sham gap = 0.21108 Eh
Net charge = +8